1.
{
  "formula": "C34H50Cl27F3InO7",
  "method": "ωB97M-V/def2-TZVPD",
  "max_force_ha_per_bohr": 0.0523,
  "multiplicity": 1,
  "homo_lumo_gap_ev": 5.82,
  "energy_ha": -14766.91847,
  "total_charge": -1,
  "species": ["H", "C", "H", "In", "Cl", "F", "H", "H", "Cl", "H", "C", "H", "H", "H", "Cl", "H", "C", "H", "H", "Cl", "Cl", "H", "H", "H", "C", "O", "H", "C", "C", "C", "H", "H", "H", "C", "Cl", "H", "H", "H", "C", "Cl", "O", "C", "H", "C", "H", "Cl", "O", "C", "Cl", "C", "H", "C", "H", "O", "H", "C", "Cl", "Cl", "C", "C", "H", "C", "H", "H", "H", "C", "Cl", "C", "Cl", "H", "C", "H", "H", "H", "H", "Cl", "H", "Cl", "H", "C", "H", "H", "H", "Cl", "Cl", "H", "C", "Cl", "C", "H", "Cl", "Cl", "C", "Cl", "Cl", "F", "Cl", "O", "C", "H", "H", "Cl", "H", "Cl", "H", "H", "C", "C", "H", "C", "Cl", "H", "C", "C", "C", "Cl", "O", "C", "O", "F", "H", "C"],
  "coordinates": [[-3.51, 10.81, -14.74], [2.40, 1.35, 1.06], [-0.26, -5.37, -0.64], [2.07, -1.96, 4.33], [-3.22, 6.84, -9.82], [1.51, -5.30, 6.08], [0.42, -4.76, -5.30], [2.89, -0.26, 6.42], [1.15, -3.24, -3.68], [-0.87, -5.09, 10.68], [1.35, -1.67, 10.64], [-2.41, -2.38, 1.16], [0.45, -4.48, 3.54], [-2.27, -4.51, 0.30], [-2.60, -7.91, 9.18], [5.35, -3.82, 6.77], [1.14, 0.95, 0.18], [-1.22, 4.30, 0.70], [4.16, -3.75, 5.43], [-1.62, -9.95, 7.36], [0.27, 3.19, -7.80], [-2.18, 10.00, -8.33], [0.38, 10.04, -12.91], [-0.79, -3.59, 12.81], [0.27, -5.42, 5.52], [1.12, -4.50, 0.64], [3.44, 0.85, 2.91], [1.54, -3.20, 1.09], [0.71, -4.85, -4.26], [4.28, -3.55, 6.52], [1.94, -0.73, 10.61], [1.02, -0.17, 0.23], [0.76, 6.37, -6.28], [0.61, -2.08, 11.84], [-3.94, 11.08, -9.43], [0.63, -1.44, 12.76], [1.78, -3.12, 7.46], [0.08, -3.60, -0.99], [1.27, -2.52, 9.47], [0.54, 7.72, -13.21], [-1.54, -4.42, 4.28], [-0.05, -4.37, -0.18], [0.66, -0.60, 2.32], [-1.33, -3.98, 0.64], [2.26, 2.37, 1.52], [1.07, 8.63, -5.71], [-1.20, 1.72, -1.33], [0.66, 7.31, -6.81], [2.26, 9.80, -14.29], [1.33, 1.39, -1.32], [2.67, -4.52, 3.11], [0.05, 2.06, -1.98], [-2.93, 3.75, 0.75], [3.37, -2.02, 8.25], [1.46, -2.51, 0.19], [0.62, 9.40, -13.75], [-1.88, 12.26, -7.77], [-0.67, -5.48, -3.36], [-2.21, -8.29, 7.50], [0.46, -3.75, 9.56], [2.20, 2.10, -1.35], [-0.38, 2.64, -6.25], [0.24, 1.39, 0.68], [-4.27, -5.98, -3.91], [0.25, 3.16, -2.04], [-1.78, 2.95, -0.96], [-3.63, -8.04, 6.47], [-0.20, -3.28, 11.92], [0.21, 3.66, -4.94], [3.28, 1.39, 0.34], [0.13, -2.83, 5.07], [-0.01, 1.66, -3.03], [4.30, -0.58, 5.35], [1.10, 0.61, 3.68], [0.41, -4.40, 8.65], [-3.43, -6.24, -1.73], [4.12, -3.46, 3.14], [-4.36, 8.71, -14.13], [-1.63, 2.57, 1.24], [-0.27, -4.15, 10.74], [0.79, -2.83, 1.84], [-1.63, -5.31, 3.89], [-0.73, -2.24, 4.65], [-1.90, 4.39, -9.00], [-5.41, 11.33, -13.45], [3.66, -4.20, 7.19], [-3.96, 10.40, -13.83], [-6.12, -5.48, -2.54], [1.97, -2.21, 8.09], [1.44, -1.29, 7.70], [-5.07, -8.09, -3.27], [-2.77, 10.54, -12.53], [2.74, 0.30, 2.20], [-0.55, 9.70, -15.04], [1.78, 7.29, -8.18], [0.29, -6.63, 4.80], [-1.14, 10.91, -10.23], [-2.24, 3.65, -1.82], [4.05, -2.05, 6.96], [-3.73, 4.64, -10.45], [3.34, -0.57, 1.81], [-4.69, 4.84, -8.31], [5.08, -1.64, 7.20], [-1.01, 7.45, -7.37], [-1.15, -4.30, 1.70], [1.62, 0.47, -1.90], [3.01, -3.45, 2.91], [3.43, -1.09, 5.88], [-1.43, -7.62, 7.17], [-1.89, 3.40, 0.53], [0.03, 0.95, -5.97], [-1.47, 2.73, -6.29], [-3.43, 5.11, -9.52], [-0.10, -4.30, 4.49], [-2.28, 10.94, -8.87], [2.08, -5.95, -4.15], [-1.59, -2.57, 0.66], [-4.67, -6.39, -2.99], [2.86, -3.14, 1.50], [-0.64, -5.61, 6.53], [-0.02, -2.83, 6.18], [1.46, -0.20, 2.99]]
}

2.
{
  "formula": "C34H50F24NO17P2",
  "method": "ωB97M-V/def2-TZVPD",
  "max_force_ha_per_bohr": 0.0380,
  "multiplicity": 1,
  "homo_lumo_gap_ev": 8.86,
  "energy_ha": -5738.79284,
  "total_charge": 1,
  "species": ["F", "H", "H", "H", "H", "C", "F", "C", "C", "C", "H", "O", "O", "H", "F", "C", "P", "H", "O", "H", "O", "C", "C", "H", "C", "H", "H", "F", "F", "H", "P", "C", "C", "H", "H", "O", "H", "C", "H", "O", "H", "F", "H", "H", "H", "C", "H", "H", "C", "N", "F", "O", "C", "C", "F", "C", "F", "H", "H", "C", "F", "O", "F", "F", "C", "H", "H", "H", "F", "F", "H", "F", "H", "O", "H", "H", "O", "H", "O", "O", "F", "C", "C", "H", "H", "H", "C", "H", "F", "O", "H", "C", "H", "H", "F", "O", "H", "F", "H", "C", "C", "H", "H", "C", "C", "H", "C", "C", "F", "C", "F", "H", "C", "H", "O", "F", "H", "C", "F", "C", "H", "F", "H", "H", "O", "C", "C", "O"],
  "coordinates": [[5.43, 2.30, 1.77], [-3.04, 4.47, 1.24], [5.30, -3.78, 0.00], [0.59, -1.55, 1.39], [-8.17, 4.14, -3.84], [-9.18, 4.04, -3.47], [1.56, 8.53, -3.04], [2.20, 3.38, -2.34], [-3.39, 5.28, 9.15], [-8.45, 1.79, -0.64], [-11.07, 3.19, -4.06], [-2.46, 4.18, 9.23], [8.95, -6.58, -5.26], [-5.36, 5.79, 9.83], [-0.37, -1.04, -3.21], [8.61, -7.29, -6.15], [-5.30, 2.83, 4.10], [-3.53, 5.57, 8.11], [4.54, -0.76, 1.66], [-4.58, 3.56, 5.06], [4.01, -4.97, -2.02], [-2.26, 3.22, -2.63], [2.57, 6.43, -2.67], [5.14, -6.14, -0.82], [1.74, 4.36, -3.39], [6.90, -4.46, -0.34], [2.20, -8.00, 1.51], [-0.60, -5.17, 3.29], [0.99, 0.63, -2.98], [-4.53, 4.62, 10.86], [-5.16, 3.82, 2.12], [2.15, 7.79, -2.09], [-4.43, 1.22, 4.02], [-3.42, 1.44, 3.71], [2.06, -1.67, 2.36], [2.73, -5.81, 3.22], [2.55, -0.54, 0.17], [-10.07, 3.31, -4.46], [-10.12, 3.86, -5.40], [-9.18, 3.37, -2.19], [5.94, -5.69, -2.31], [1.81, -3.64, -2.57], [0.87, -0.43, 2.73], [7.60, -4.59, -6.58], [1.32, 0.66, 0.52], [4.15, 0.33, 1.95], [6.51, -6.33, -5.13], [5.47, -6.79, -6.47], [5.95, -4.15, -0.79], [-4.54, 0.54, 5.30], [4.32, 2.01, 3.61], [4.93, -4.04, -3.84], [2.04, -0.02, 0.98], [6.63, -5.02, -6.84], [-1.36, 1.86, 9.84], [-3.63, 2.90, -2.07], [-7.88, 0.60, -0.55], [3.16, 3.67, -1.93], [6.59, -5.10, -7.93], [5.32, -5.32, -1.51], [2.47, -3.19, -4.57], [-1.31, 2.19, -2.31], [1.27, 7.63, -1.09], [-7.79, 2.61, 0.23], [-8.36, 2.36, -2.06], [-5.20, 4.11, 9.32], [5.85, -4.34, -6.51], [-5.82, 2.30, 0.72], [-1.79, 1.06, 7.87], [10.78, -8.16, -6.46], [-2.85, 4.09, 2.93], [6.08, 0.82, 3.21], [1.94, -5.63, -0.40], [-4.97, 2.55, 1.12], [3.23, -5.82, 0.78], [-4.04, 2.00, -2.54], [7.42, -7.32, -6.73], [-9.68, 2.31, -4.67], [-3.38, 3.17, 7.45], [2.96, 0.84, 1.69], [-0.24, 0.00, -1.32], [-1.48, 2.17, 8.55], [3.99, -4.34, -3.18], [2.29, 2.39, -2.77], [6.15, -3.33, -1.47], [-3.60, 5.62, 2.46], [-4.70, 4.93, 9.83], [-6.63, 2.65, 4.50], [9.40, -8.38, -8.11], [-1.99, 0.96, -4.07], [-9.57, 5.04, -3.28], [1.94, -7.55, 0.55], [-2.91, 6.10, 9.66], [-4.06, 1.09, 6.00], [-9.70, 1.70, -0.21], [3.69, 6.15, -2.96], [2.54, -8.02, -0.22], [9.15, -9.58, -6.32], [-4.32, 3.72, -2.25], [6.45, -6.38, -6.21], [9.51, -8.37, -6.77], [0.89, -7.76, 0.36], [0.78, 4.05, -3.81], [5.02, 1.39, 2.66], [0.62, -4.73, 3.64], [-3.56, 2.71, -1.00], [-1.31, 1.13, -3.12], [-0.22, 0.15, -2.65], [1.98, -5.22, -4.04], [2.53, -4.09, -3.60], [3.20, 8.45, -1.62], [-2.29, 3.38, -3.71], [1.71, -5.39, 2.78], [-3.98, -0.31, 5.23], [-7.61, 1.92, -2.88], [0.61, -3.38, 3.49], [-4.89, 0.66, 3.21], [2.19, -6.06, 0.56], [-0.31, 2.63, 8.10], [-3.49, 4.58, 2.21], [2.44, 4.43, -4.21], [0.80, -4.99, 4.93], [-1.87, 4.13, -2.17], [1.48, 3.34, -1.52], [1.31, -5.41, 1.52], [1.35, -0.98, 1.92], [-2.57, 3.23, 8.34], [1.50, 5.66, -2.82]]
}

3.
{
  "formula": "C34H50N4O2",
  "method": "ωB97M-V/def2-TZVPD",
  "max_force_ha_per_bohr": 0.0169,
  "multiplicity": 1,
  "homo_lumo_gap_ev": 7.49,
  "relative_energy_kj_mol": 3.0,
  "smiles": "CC[N+](CC)(CCCNC1=CC(=O)C(NCCC[N+](CC)(CC)Cc2ccccc2)=CC1=O)Cc1ccccc1",
  "energy_ha": -1694.58136,
  "total_charge": 2,
  "species": ["H", "C", "H", "H", "C", "H", "H", "C", "C", "H", "C", "C", "H", "H", "C", "C", "O", "C", "H", "H", "N", "C", "C", "C", "H", "H", "H", "H", "H", "H", "H", "C", "C", "H", "C", "H", "H", "C", "H", "H", "H", "H", "C", "H", "H", "C", "H", "H", "N", "H", "H", "C", "H", "C", "C", "C", "H", "H", "C", "H", "H", "C", "C", "N", "H", "H", "H", "C", "H", "C", "H", "C", "H", "H", "H", "H", "H", "H", "O", "H", "H", "H", "C", "H", "N", "C", "C", "C", "C", "C"],
  "coordinates": [[-3.23, -1.45, -2.61], [-1.41, -0.53, -0.96], [1.15, 1.54, 4.69], [0.78, 2.54, -6.86], [-0.05, -0.36, 9.86], [1.73, -1.92, 7.34], [-1.85, -2.04, -5.26], [1.09, 0.42, 7.88], [-0.11, 0.97, 7.44], [-0.01, -0.87, 10.81], [-0.44, 1.03, -7.78], [3.92, -0.21, 5.41], [0.13, 2.20, -4.56], [3.21, 0.61, 7.76], [-2.65, -2.10, -3.26], [1.50, -0.57, 5.08], [1.68, -2.51, 0.92], [-1.88, 2.23, -5.43], [2.26, 0.78, 3.54], [-2.14, 0.08, 9.99], [-2.00, 0.78, -5.79], [2.65, -1.84, 6.76], [-0.76, 0.31, -6.49], [1.11, -0.24, 9.11], [0.68, -3.28, -1.39], [-2.97, 1.24, -7.59], [-2.19, 1.29, 7.84], [-0.86, -3.13, -3.03], [-3.16, -3.07, -3.34], [3.99, -1.30, 8.41], [5.32, -0.88, 3.97], [0.74, -1.99, 0.32], [-2.17, -0.01, -4.53], [-5.27, 0.67, -6.90], [-4.53, 0.96, -6.15], [-1.50, -0.37, -9.02], [4.68, -0.19, 6.19], [-0.85, -1.81, -1.53], [-2.92, 0.50, -3.92], [1.30, 3.68, -8.96], [2.64, -2.62, 6.00], [-1.19, 2.18, -3.37], [-2.58, -1.47, -4.67], [-4.66, 2.02, -5.98], [2.03, -0.63, 9.50], [-1.27, 0.85, 8.19], [4.78, -2.21, 7.11], [-2.86, 2.57, -5.10], [0.56, -0.60, 2.19], [-1.62, 2.76, -6.35], [1.32, -1.26, 2.38], [-0.60, 1.17, -10.18], [-1.46, 0.67, 0.80], [0.23, -2.41, -0.94], [2.35, 0.58, 7.08], [0.20, 0.39, 3.16], [-0.03, 1.33, 2.64], [3.86, 0.80, 4.99], [0.37, 2.16, -7.78], [2.33, 1.53, 6.54], [4.44, -2.20, 4.70], [-0.98, -0.18, 0.36], [0.67, 2.80, -8.97], [-1.34, -2.31, -2.69], [0.57, -0.68, 5.65], [-0.82, 3.64, -4.26], [3.67, -3.01, 8.21], [0.19, 2.31, -10.17], [-3.56, -1.58, -5.13], [1.35, 0.62, 4.13], [-0.15, 1.54, 6.52], [4.34, -1.19, 4.33], [-1.23, 0.03, -3.99], [-0.96, 0.77, -11.11], [3.67, -1.19, 3.47], [1.64, -1.48, 4.49], [-0.89, -0.75, -6.70], [-0.71, 0.09, 3.70], [-2.14, 0.18, -1.64], [0.07, 0.42, -5.80], [-3.16, -0.43, -7.04], [0.43, 2.81, -11.09], [0.03, -0.85, 0.98], [-4.76, 0.42, -5.24], [2.61, -0.51, 6.07], [-0.91, 0.53, -8.99], [3.85, -2.09, 7.67], [-1.24, 0.17, 9.40], [-0.88, 2.56, -4.33], [-3.16, 0.61, -6.71]]
}

> What is the formula in the first record?

C34H50Cl27F3InO7